Entry 1:
The molecule C3H7NO. Source: the OMol25 dataset; level of theory: ωB97M-V/def2-TZVPD.

Structure (XYZ):
```
12
Properties=species:S:1:pos:R:3:mulliken_charge:R:1
C 1.579 0.240 0.041 -1.01
C -0.897 0.949 0.061 -1.01
C 0.125 -0.162 0.007 0.78
O -1.514 -1.676 -0.145 -0.38
N -0.140 -1.430 -0.098 -0.53
H -1.550 -2.646 -0.236 0.35
H 2.094 -0.316 0.829 0.31
H 1.680 1.311 0.237 0.31
H 2.039 0.009 -0.923 0.26
H -0.784 1.575 -0.829 0.27
H -0.708 1.560 0.948 0.29
H -1.924 0.586 0.107 0.35
```

## Properties
- total charge = 0
- SMILES = CC(C)=NO
- DFT total energy (eV) = -6760.52937

Entry 2:
A cluster of 2 separate species, C25H19F3O4 in total. Source: the OMol25 dataset; level of theory: ωB97M-V/def2-TZVPD.

Structure (XYZ):
```
51
Properties=species:S:1:pos:R:3:mulliken_charge:R:1
F -2.642 -0.701 -4.503 -0.33
C -2.734 -0.344 -3.178 0.19
C -3.579 0.714 -2.844 -0.78
C -3.638 1.039 -1.487 0.49
F -4.415 2.117 -1.126 -0.34
C -2.949 0.341 -0.515 -0.79
C -2.068 -0.736 -0.866 1.41
C -1.353 -1.364 0.193 -0.48
C -0.619 -2.587 0.230 1.36
C -0.074 -2.989 1.492 -0.61
C 0.622 -4.174 1.653 -0.61
C 0.904 -4.995 0.551 -0.52
C 0.393 -4.600 -0.682 0.26
F 0.688 -5.370 -1.783 -0.32
C -0.397 -3.471 -0.868 -0.78
C -1.981 -1.052 -2.254 -0.70
H -4.149 1.253 -3.591 0.50
H -3.063 0.619 0.534 0.36
H -1.445 -0.857 1.160 0.14
H -0.221 -2.326 2.347 0.34
H 0.969 -4.478 2.640 0.40
H 1.485 -5.908 0.643 0.46
H -0.842 -3.280 -1.835 0.46
H -1.294 -1.817 -2.597 0.46
C 3.986 1.819 0.512 -1.38
C 3.440 0.428 0.243 1.55
C 4.554 -0.598 -0.034 -1.73
O 2.691 -0.070 1.382 -0.39
C 1.437 0.463 1.598 0.41
O 0.800 0.014 2.546 -0.72
C 0.950 1.400 0.605 0.71
C -0.179 2.261 0.827 0.34
C -0.709 3.084 -0.217 -0.54
C -1.853 3.849 -0.012 -0.72
C -2.470 3.875 1.244 -0.35
C -1.965 3.101 2.291 -0.80
C -0.828 2.322 2.097 -0.34
C 1.301 0.970 -0.740 0.26
O 0.546 0.958 -1.696 -0.66
O 2.560 0.427 -0.905 -0.39
H 3.166 2.522 0.707 0.29
H 4.658 1.776 1.380 0.36
H 4.565 2.150 -0.362 0.36
H 4.120 -1.588 -0.219 0.38
H 5.136 -0.296 -0.911 0.38
H 5.227 -0.660 0.827 0.38
H -0.225 3.062 -1.195 0.38
H -2.268 4.422 -0.844 0.41
H -3.354 4.493 1.400 0.38
H -2.449 3.095 3.270 0.38
H -0.438 1.688 2.893 0.48
```

## Properties
- total charge = 0
- DFT total energy (eV) = -42573.72008

Max |F|
In order: 2.05 1.49
Unit: eV Å⁻¹